1.
{"formula": "C5H9FN2", "method": "ωB97M-V with the def2-TZVPD basis set", "gap_ha": 0.3376, "charge": 0, "e_above_lowest_kj_mol": 271.6, "total_energy_ev": -11025.6973, "lumo_energy_ev": 0.724, "species": ["C", "C", "C", "C", "C", "H", "H", "H", "H", "H", "H", "H", "H", "H", "N", "N", "F"], "positions_angstrom": [[1.30164, 1.75259, -0.61318], [1.21648, 0.92571, 0.74107], [1.10813, -0.51967, 0.26479], [0.09012, -1.32426, -0.17452], [-1.33198, -0.97108, -0.08358], [2.19941, 1.48461, -1.26898], [0.32140, 1.58345, -1.13386], [1.55970, 2.84000, -0.49501], [0.23855, 1.29105, 1.24798], [1.97970, 1.17613, 1.50581], [0.56826, -2.24375, -0.49923], [-2.09801, -1.73537, -0.36630], [-3.19598, 1.20650, 0.84474], [-3.54401, -0.43585, 0.08974], [-1.72167, 0.23120, 0.04118], [-3.07075, 0.47596, -0.08236], [2.35684, -1.03297, -0.04934]], "forces_ev_per_a": [[1.210, 0.362, -0.275], [-1.890, 1.034, -0.297], [-0.262, -0.289, -0.600], [1.920, 1.742, 1.680], [-0.104, -0.662, -1.286], [-1.393, -0.470, 0.806], [1.124, 0.419, 0.257], [-0.951, -0.793, 0.420], [1.416, -1.052, -0.968], [0.072, -0.699, -0.865], [-1.080, -0.286, -0.333], [0.573, 0.161, 0.453], [-0.405, -2.765, -3.479], [-0.315, 0.970, 0.113], [1.094, -0.120, -0.085], [-0.472, 2.007, 3.853], [-0.538, 0.439, 0.606]], "mulliken_charge": [-0.962, -0.386, 0.306, -0.448, -0.116, 0.249, 0.256, 0.315, 0.205, 0.372, 0.340, 0.235, 0.279, 0.283, 0.096, -0.725, -0.300]}

2.
{"formula": "C5H9FN2", "method": "ωB97M-V with the def2-TZVPD basis set", "gap_ha": 0.3789, "charge": 0, "e_above_lowest_kj_mol": 130.7, "total_energy_ev": -11027.1579, "lumo_energy_ev": 0.936, "species": ["C", "C", "C", "C", "C", "H", "H", "H", "H", "H", "H", "H", "H", "H", "N", "N", "F"], "positions_angstrom": [[1.33916, -1.47025, -1.19209], [0.97020, -0.14360, -0.56000], [-1.47538, -0.50432, -0.17660], [-1.19491, 0.93011, 0.14056], [-0.77758, 1.30754, 1.52948], [0.76663, -2.27352, -0.75447], [1.14867, -1.44590, -2.28929], [2.38894, -1.72051, -1.03853], [2.71343, 0.28833, 0.05062], [-1.22699, -1.24241, 0.61390], [-2.32578, -0.77327, -0.88688], [-1.79378, 1.71044, -0.32084], [0.01000, 0.61201, 1.93434], [-1.67104, 1.29261, 2.17279], [1.75264, 0.65688, 0.03399], [-0.36878, 0.19322, -0.78692], [-0.25544, 2.58264, 1.52995]], "forces_ev_per_a": [[0.272, 0.282, -0.644], [0.200, -0.421, -0.243], [-0.990, -0.718, -0.620], [-0.082, 0.093, -0.034], [0.657, -0.991, 0.404], [-0.383, -0.269, 0.043], [-0.004, -0.010, 0.772], [0.002, 0.209, 0.029], [-0.524, 0.157, -0.106], [-0.302, 0.452, -0.549], [1.207, 0.277, 1.195], [-0.065, -0.148, -0.102], [-0.838, 0.639, -0.351], [0.283, 0.078, -0.050], [0.369, -0.144, 0.087], [0.246, 0.300, 0.075], [-0.050, 0.214, 0.092]], "mulliken_charge": [-1.074, 0.617, -0.455, -0.093, -0.461, 0.285, 0.266, 0.391, 0.223, 0.266, 0.230, 0.351, 0.284, 0.289, -0.640, -0.190, -0.288]}

3.
{"formula": "C5H9FN2", "method": "ωB97M-V with the def2-TZVPD basis set", "gap_ha": 0.3677, "charge": 0, "e_above_lowest_kj_mol": 331.0, "total_energy_ev": -11025.0814, "lumo_energy_ev": 0.688, "species": ["C", "C", "C", "C", "C", "H", "H", "H", "H", "H", "H", "H", "H", "H", "N", "N", "F"], "positions_angstrom": [[-1.03365, -0.02926, 0.56471], [-0.93320, -1.44510, 0.18637], [0.34336, -1.86233, -0.09648], [1.29829, -0.69406, -0.17349], [0.56608, 0.42553, 0.49008], [-1.46692, 1.73451, -0.05962], [-1.23583, 0.78411, -1.28075], [-1.38059, 0.27706, 1.66891], [-1.87064, -2.18202, -0.39835], [0.52798, -2.91316, -0.32210], [1.35893, -0.52411, -1.22933], [0.91879, 0.35337, 1.52974], [1.60002, 2.08736, -0.21711], [0.09230, 2.02312, -0.97182], [-1.77629, 0.82013, -0.35498], [0.55579, 1.82833, 0.07609], [2.43558, -0.68349, 0.58814]], "forces_ev_per_a": [[1.325, 2.355, 1.629], [-0.759, -3.487, -3.097], [-1.944, 0.179, 1.088], [-1.764, 0.340, 0.803], [-3.877, 0.316, 1.275], [-0.801, 0.569, 0.297], [-1.419, -0.474, 1.279], [0.397, -1.230, -2.375], [2.594, 2.388, 2.721], [0.354, 0.465, -0.336], [1.500, 0.225, -0.775], [-0.085, 0.547, -0.332], [-2.593, -0.514, 1.257], [1.545, -1.116, 3.509], [0.590, -0.465, -1.680], [3.002, 1.322, -4.441], [1.935, -1.420, -0.824]], "mulliken_charge": [0.343, -0.540, -0.564, 0.346, -0.517, 0.396, 0.284, 0.323, 0.207, 0.393, 0.273, 0.398, 0.321, 0.285, -0.846, -0.764, -0.336]}

4.
{"formula": "C5H9FO", "method": "ωB97M-V with the def2-TZVPD basis set", "gap_ha": 0.3979, "charge": 0, "e_above_lowest_kj_mol": 201.9, "total_energy_ev": -10093.7009, "lumo_energy_ev": 0.944, "species": ["C", "C", "C", "C", "C", "O", "F", "H", "H", "H", "H", "H", "H", "H", "H", "H"], "positions_angstrom": [[3.10336, 1.32985, 0.50688], [2.49927, 0.34403, -0.09999], [-2.14043, -1.47861, 0.12607], [-1.30920, 0.80131, 0.16696], [-1.31980, -0.43316, -0.63872], [-0.78240, 1.82385, -0.03745], [3.07841, -0.79070, -0.37797], [4.17016, 1.22256, 0.63141], [2.56220, 2.26844, 0.59253], [-1.83374, -2.46476, -0.24061], [-3.22653, -1.17858, -0.14858], [-2.01366, -1.49759, 1.17679], [-2.04492, 0.81846, 1.10101], [-1.82043, -0.20751, -1.60781], [-0.28426, -0.80574, -0.73374], [1.36197, 0.24815, -0.41678]], "forces_ev_per_a": [[0.036, 0.638, -0.676], [-4.090, 0.168, -0.489], [-1.635, 0.251, -2.454], [-3.171, -0.414, 2.559], [0.224, -0.961, 0.377], [2.088, 2.341, -1.089], [1.207, -1.653, -0.372], [0.081, 0.309, 0.415], [0.302, -0.209, 0.338], [-0.713, 0.059, -0.052], [1.494, -1.239, 0.833], [0.208, 0.365, 1.058], [0.988, -0.620, -1.169], [0.805, -0.220, 0.453], [-0.410, 0.357, -0.518], [2.586, 0.827, 0.787]], "mulliken_charge": [-0.765, 0.583, -1.263, -0.093, 0.029, -0.415, -0.234, 0.291, 0.283, 0.338, 0.282, 0.410, 0.269, 0.209, 0.270, -0.194]}